No. 1
Computed, not measured: an isolated ion of composition C4H10N3O2 and charge +1, with the ωB97M-V functional and the def2-TZVPD basis.

Structure (XYZ):
```
19
Properties=species:S:1:pos:R:3:nbo_charge:R:1
C -0.4972 1.3318 1.0963 0.5834
C -0.9538 -0.3793 -0.7680 -0.0420
C -0.6326 2.6684 0.4396 0.3360
C 0.4323 -2.3943 -0.4373 -0.4249
N -0.9298 0.1669 0.6035 -0.5001
N 0.2775 -1.0507 -0.9436 -0.2620
N 1.4480 -0.2731 -0.9644 -0.7234
O 0.1064 1.3197 2.2849 -0.5941
O -0.3613 3.6359 1.0741 -0.4092
H -1.7311 -1.1539 -0.7917 0.2409
H -1.0134 0.4416 -1.4679 0.2183
H -1.1866 2.7053 -0.5882 0.1707
H -0.2632 -3.0970 -0.8599 0.2281
H 1.4393 -2.7092 -0.7805 0.2423
H 0.2641 -2.2990 0.6829 0.1674
H -1.0315 -0.6434 1.2616 0.4372
H 1.7783 0.1855 -1.8597 0.3907
H 2.3487 -0.6408 -0.5147 0.3971
H 0.5058 2.1855 2.5328 0.5435
```

Summary:
* charge: +1
* HOMO level (spin up / spin down): -12.37 / -12.37 eV
* max |F|: 3.015 eV/Å
* HOMO-LUMO gap (spin up / spin down): 0.248 / 0.248 Ha
* SMILES: CN(N)C/[NH+]=C(/O)C=O
* multiplicity: 1
* energy relative to the best compared isomer or geometry (same formula, charge and spin): 319.6 kJ/mol

***

No. 2
Computed, not measured: C11H19NPrS7 as an isolated structure, with the ωB97M-V functional and the def2-TZVPD basis.

Structure (XYZ):
```
39
Properties=species:S:1:pos:R:3:nbo_charge:R:1
Pr 0.5820 -0.1501 0.4504 0.4508
S 0.6115 1.7831 -1.6741 0.3011
S 0.4740 -2.9720 0.8878 0.3024
C -0.2667 3.1610 -0.8634 -0.7052
C -0.6731 0.9896 -2.7514 -0.5016
C -1.6220 0.0041 -2.0665 -0.2287
N -0.8864 -1.1300 -1.4385 -0.6516
C -1.7412 -2.1550 -0.7771 -0.2262
C -0.9191 -3.3439 -0.2730 -0.5050
H -0.1124 0.5037 -3.5651 0.2397
H -1.2377 1.8188 -3.1928 0.2644
H -2.2869 -0.3893 -2.8527 0.2211
H -2.2249 0.5145 -1.2981 0.2368
H -2.4591 -2.5575 -1.5108 0.2249
H -2.2928 -1.6818 0.0527 0.2344
H -0.4548 -3.8876 -1.1106 0.2422
H -1.5566 -4.0532 0.2657 0.2651
C -0.2915 -2.9420 2.5535 -0.6956
H -0.3988 -1.6103 -2.2020 0.3908
H -1.2528 -2.4150 2.4953 0.2448
H 0.3998 -2.3888 3.2059 0.2756
H -0.4136 -3.9642 2.9310 0.2526
H 0.3680 3.5361 -0.0487 0.2712
H -1.2049 2.7737 -0.4447 0.2446
H -0.4561 3.9682 -1.5809 0.2545
C 2.8435 -0.8512 -0.5608 -0.4154
C 2.0742 -1.3318 -1.5929 -0.3816
H 3.2421 -1.5123 0.2220 0.2731
H 3.2732 0.1623 -0.5744 0.2718
H 1.8400 -2.4021 -1.6927 0.2365
H 1.9135 -0.7557 -2.5171 0.2376
S 0.8699 6.1239 3.2699 0.0408
C 0.7678 4.5461 2.9184 -0.5916
S 2.1300 3.4786 2.7147 0.4670
C 1.2666 1.9433 2.5580 -0.4425
C -0.1382 2.0529 2.5506 -0.4032
S -1.3105 0.8430 2.2821 -0.0986
S -0.7498 3.6983 2.7509 0.4550
S 2.2937 0.5927 2.4796 -0.0523
```

Summary:
* charge: +1
* HOMO level (spin up / spin down): -9.75 / -9.74 eV
* <S²>: 2.01
* max |F|: 4.121 eV/Å
* HOMO-LUMO gap (spin up / spin down): 0.198 / 0.202 Ha
* multiplicity: 3
* energy relative to the best compared isomer or geometry (same formula, charge and spin): 13.4 kJ/mol

***

No. 3
Computed, not measured: an isolated molecule of C7H6O4S, with the ωB97M-V functional and the def2-TZVPD basis.

Structure (XYZ):
```
18
Properties=species:S:1:pos:R:3:nbo_charge:R:1
C 1.4832 -0.9612 1.0005 -0.1896
C 0.7000 -1.8969 0.4983 -0.1958
C -0.2472 2.2493 -0.1303 0.7247
C 1.3470 0.2697 0.1193 -0.0281
C 0.0176 -1.3095 -0.7313 -0.0436
C 0.3296 1.1848 0.7148 -0.1555
C -1.2920 -0.7326 -0.3357 -0.3996
O 0.1123 3.3916 -0.0035 -0.5326
O -3.3469 0.6745 -0.7973 -0.9031
O -1.1362 1.9088 -1.0558 -0.6963
O 0.8956 -0.2567 -1.1209 -0.4982
S -2.0520 0.4795 -1.3980 1.5391
H 2.0881 -0.9715 1.8845 0.2293
H 0.5115 -2.8904 0.8493 0.2287
H 2.2894 0.7965 -0.0710 0.2331
H -0.0477 -2.0005 -1.5777 0.2280
H 0.2786 1.3032 1.7864 0.2253
H -1.9310 -1.2386 0.3684 0.2342
```

Summary:
* HOMO level (spin up / spin down): -9.13 / -9.30 eV
* max |F|: 1.451 eV/Å
* HOMO-LUMO gap (spin up / spin down): 0.281 / 0.312 Ha
* multiplicity: 1
* energy relative to the best compared isomer or geometry (same formula, charge and spin): 214.1 kJ/mol

***

No. 4
Computed, not measured: a 12-piece molecular cluster, C36H96O36S12 overall, with the ωB97M-V functional and the def2-TZVPD basis.

Structure (XYZ):
```
180
Properties=species:S:1:pos:R:3:mulliken_charge:R:1
O 24.7252 -13.0331 27.5139 -0.6518
S 25.9242 -12.3633 27.1671 1.3389
O 26.6056 -11.5403 28.1080 -0.6982
O 26.9168 -13.4765 26.6530 -0.1680
C 28.2977 -13.0926 26.4185 -0.0553
C 29.0830 -14.3799 26.2951 -1.0740
C 25.6656 -11.4997 25.6819 -0.6447
H 28.6221 -12.5302 27.2940 0.5330
H 28.4151 -12.4556 25.5409 -0.0168
H 28.8443 -15.0435 27.1244 0.5037
H 30.1492 -14.1891 26.1916 0.3616
H 28.7418 -14.8999 25.3934 -0.0151
H 26.6067 -11.1763 25.2456 0.0085
H 25.0664 -10.6070 25.8679 0.5967
H 25.1156 -12.1362 24.9928 -0.0127
O 31.5221 -8.9402 21.7012 -0.5654
S 32.1541 -9.2833 20.4776 1.2995
O 33.2612 -8.5293 20.0045 -0.6698
O 32.5712 -10.8062 20.6175 -0.1219
C 33.4969 -11.3466 19.6490 -0.4811
C 33.3712 -12.8545 19.6467 -0.9184
C 30.9416 -9.4154 19.2150 -0.7208
H 34.5134 -11.0720 19.9344 0.2534
H 33.3000 -10.9550 18.6503 0.5636
H 33.7126 -13.2483 20.6102 0.2769
H 34.0790 -13.2488 18.9164 0.5470
H 32.3581 -13.1948 19.4593 -0.0889
H 30.4585 -8.4527 19.0800 0.5681
H 30.2302 -10.1772 19.5172 -0.2548
H 31.4641 -9.7586 18.3256 0.4309
O 35.1687 -11.0303 26.0318 -0.6887
S 34.3069 -10.6731 24.9650 1.3038
O 32.9340 -10.3685 25.2300 -0.6117
O 34.9646 -9.4250 24.2453 -0.4176
C 34.1478 -8.7312 23.2691 0.5695
C 34.7869 -7.3703 23.0769 -1.4283
C 34.3761 -11.8983 23.7041 -0.2382
H 33.1232 -8.6074 23.5987 0.3545
H 34.1860 -9.3029 22.3428 -0.2576
H 35.8612 -7.3829 23.2630 0.3747
H 34.4011 -6.6600 23.8134 0.3488
H 34.6008 -6.9425 22.0933 0.3257
H 33.8883 -12.7873 24.1025 0.1523
H 35.4235 -12.0945 23.4903 0.3997
H 33.8413 -11.5277 22.8317 -0.2713
O 22.8431 -16.8902 25.8403 -0.6288
S 24.1165 -17.5055 25.9634 1.1730
O 24.2718 -18.8897 25.7699 -0.6457
O 25.1153 -16.8043 24.9417 -0.2067
C 24.8694 -15.4178 24.6668 -0.4298
C 24.1944 -15.2424 23.3245 -0.0724
C 24.8279 -17.0050 27.5050 -0.8788
H 25.8538 -14.9410 24.6223 -0.0489
H 24.3557 -14.8886 25.4698 0.3960
H 24.1213 -14.2126 22.9826 -0.4590
H 23.1740 -15.6361 23.4065 0.5795
H 24.6883 -15.8761 22.5834 0.1744
H 24.4372 -17.6830 28.2618 0.4142
H 24.4691 -16.0009 27.7226 0.2897
H 25.9093 -17.0507 27.4425 0.2603
O 28.0617 -14.8019 22.1267 -0.4635
S 27.5071 -13.4860 22.0635 0.5308
O 27.0293 -12.8409 23.2453 0.2882
O 28.5506 -12.5446 21.3729 -0.5186
C 29.9536 -12.9733 21.3230 0.9327
C 30.6603 -12.5332 22.5721 0.0568
C 26.2896 -13.4144 20.8152 -0.4697
H 30.3041 -12.4073 20.4589 -0.8556
H 30.0324 -14.0359 21.1093 0.3586
H 31.6834 -12.9044 22.5965 -0.1441
H 30.1847 -12.9550 23.4612 -0.0847
H 30.6824 -11.4446 22.5963 0.0482
H 26.7204 -13.6543 19.8508 -0.0699
H 25.9107 -12.3944 20.8380 -0.2805
H 25.5336 -14.1513 21.0742 0.4436
O 30.8216 -12.1461 17.5685 -0.4524
S 29.7007 -12.5565 16.7876 1.0824
O 29.5937 -12.1022 15.4425 -0.7351
O 29.7897 -14.1284 16.8237 -0.1982
C 28.9125 -14.8445 15.9238 -0.2591
C 28.6237 -16.1880 16.5216 -1.0530
C 28.1794 -12.2244 17.6292 0.3119
H 29.4022 -14.9248 14.9528 0.3082
H 27.9784 -14.3064 15.7532 0.3325
H 27.8557 -16.1435 17.2986 0.0384
H 29.4926 -16.6824 16.9490 0.3610
H 28.2195 -16.8729 15.7722 0.4132
H 28.4328 -11.9868 18.6606 -0.3043
H 27.4964 -13.0642 17.5344 -0.2803
H 27.7406 -11.3560 17.1410 0.3894
O 23.2569 -8.9940 16.7148 -0.7077
S 24.2057 -9.5765 17.6019 1.1200
O 25.2821 -10.3711 17.1178 -0.4539
O 24.8468 -8.4479 18.4794 -0.0709
C 24.0589 -7.3112 18.8763 -0.0669
C 24.8550 -6.0585 18.6339 -1.4424
C 23.3255 -10.4754 18.8181 0.1233
H 23.8847 -7.3489 19.9573 0.0337
H 23.0911 -7.3286 18.3782 0.6267
H 25.7761 -6.0913 19.2129 0.2379
H 24.2510 -5.1817 18.8756 0.4159
H 25.1314 -5.9139 17.5868 0.3289
H 22.5100 -9.9020 19.2474 0.4301
H 24.0270 -10.8519 19.5593 -0.4325
H 22.9004 -11.3453 18.3156 -0.1915
O 25.5443 -14.6766 16.3711 -0.5642
S 24.4828 -14.9977 17.2746 0.9996
O 24.7483 -15.2052 18.6568 -0.4123
O 23.3746 -13.9001 17.1580 -0.0402
C 22.9869 -13.4710 15.8233 -0.3488
C 21.5424 -13.0493 15.8815 -1.1674
C 23.6808 -16.4664 16.6944 -1.3690
H 23.1252 -14.2666 15.0910 0.5242
H 23.6207 -12.6277 15.5532 0.2124
H 20.8991 -13.8623 16.2265 0.2923
H 21.1924 -12.7448 14.8963 0.4022
H 21.3937 -12.2236 16.5781 0.2251
H 23.8388 -16.6310 15.6346 0.4081
H 22.6364 -16.4408 16.9977 0.3456
H 24.1509 -17.2797 17.2468 0.4997
O 27.8450 -9.7412 20.0515 -0.3016
S 27.2441 -9.0881 21.1518 1.1668
O 27.0518 -7.6735 21.1384 -0.7434
O 25.8561 -9.8090 21.3807 0.0699
C 25.1264 -9.4212 22.5756 -0.2072
C 23.7329 -9.9914 22.4884 -0.6136
C 28.1707 -9.4630 22.6045 -0.4082
H 25.0713 -8.3330 22.6057 0.5111
H 25.6616 -9.8398 23.4270 -0.4471
H 23.7201 -11.0578 22.7100 0.0706
H 23.2862 -9.7868 21.5147 -0.1535
H 23.0750 -9.4829 23.1972 0.5744
H 28.1302 -10.5368 22.7841 -0.2377
H 27.8081 -8.9103 23.4661 0.5399
H 29.1926 -9.1559 22.3752 0.1683
O 33.4800 -16.9090 23.7490 -0.6747
S 32.4238 -15.9739 23.5933 1.1704
O 32.4390 -14.7178 24.2642 -0.4709
O 32.1924 -15.6818 22.0532 -0.2019
C 32.5982 -16.7734 21.1583 -0.7166
C 31.7032 -16.7945 19.9532 -0.3455
C 30.8707 -16.7594 23.9191 -0.2090
H 32.5256 -17.7263 21.6746 0.6097
H 33.6090 -16.5104 20.8553 0.1862
H 30.6832 -17.0483 20.2258 -0.4201
H 32.0762 -17.5824 19.2935 0.5265
H 31.7137 -15.8803 19.3604 0.2589
H 30.1012 -15.9982 23.8128 -0.1987
H 30.8845 -17.0817 24.9586 0.5306
H 30.7384 -17.5605 23.1958 -0.0345
O 21.1328 -12.3473 20.0650 -0.7422
S 21.8977 -13.2062 20.9100 0.8561
O 23.2831 -12.9335 21.0765 0.3220
O 21.1613 -13.3136 22.2986 -0.2411
C 20.0635 -12.4166 22.5755 -0.4033
C 20.5026 -11.0151 22.8973 -0.7676
C 21.6152 -14.8703 20.4079 -0.7917
H 19.5933 -12.8602 23.4525 0.3749
H 19.3310 -12.4235 21.7687 0.3011
H 19.6366 -10.4065 23.1563 0.5023
H 21.0419 -10.5424 22.0751 0.0818
H 21.2009 -10.9976 23.7378 0.2059
H 22.1122 -15.0193 19.4513 -0.0542
H 20.5433 -14.9128 20.2299 0.4433
H 21.9637 -15.5415 21.1850 0.2098
O 30.6567 -19.5560 21.2440 -0.6143
S 29.4303 -19.7052 20.5310 1.3010
O 29.4532 -19.7430 19.1104 -0.6859
O 28.7302 -21.0551 20.9724 -0.2972
C 28.8924 -21.4985 22.3368 -0.0941
C 28.7207 -23.0024 22.3815 -1.2422
C 28.2494 -18.5043 21.0698 -0.7056
H 28.1417 -21.0110 22.9654 0.2730
H 29.8662 -21.2336 22.7411 0.3037
H 29.3967 -23.3875 23.1536 0.3549
H 29.0706 -23.4626 21.4612 0.3282
H 27.7398 -23.3335 22.7111 0.3051
H 28.6453 -17.5294 20.8092 -0.0037
H 28.1804 -18.5792 22.1516 0.3477
H 27.3438 -18.7148 20.5085 0.4917
```

Summary:
* HOMO level: -10.72 eV
* max |F|: 1.803 eV/Å
* HOMO-LUMO gap: 0.384 Ha
* SMILES: CCOS(C)(=O)=O.CCOS(C)(=O)=O.CCOS(C)(=O)=O.CCOS(C)(=O)=O.CCOS(C)(=O)=O.CCOS(C)(=O)=O.CCOS(C)(=O)=O.CCOS(C)(=O)=O.CCOS(C)(=O)=O.CCOS(C)(=O)=O.CCOS(C)(=O)=O.CCOS(C)(=O)=O
* multiplicity: 1
* energy relative to the best compared isomer or geometry (same formula, charge and spin): 0.0 kJ/mol

***

No. 5
Computed, not measured: an isolated molecule of C5H9N3O3, with the ωB97M-V functional and the def2-TZVPD basis.

Structure (XYZ):
```
20
Properties=species:S:1:pos:R:3:nbo_charge:R:1
C -0.7542 -0.9299 -0.1044 -0.2898
C 0.5008 -0.3564 -0.1155 0.4990
C -1.0044 1.4528 -0.2162 -0.0020
C 1.5165 1.9521 0.0610 -0.4133
C 1.8459 -2.3274 0.1376 -0.2400
N -1.7101 0.1014 -0.0857 -0.2322
N 0.4191 1.0168 -0.0541 -0.4369
N -3.0278 -0.1435 0.1020 0.6466
O -3.2664 -1.2831 0.3270 -0.4255
O -3.7940 0.8074 0.1273 -0.4582
O 1.7236 -0.9180 0.0247 -0.4926
H -1.2031 -1.8958 -0.0480 0.2622
H -1.3294 1.7547 -1.1233 0.1828
H -1.3873 2.1241 0.4580 0.2026
H 2.3883 1.4766 0.4795 0.2288
H 1.8650 2.3562 -0.9393 0.1870
H 1.3776 2.7998 0.7451 0.2102
H 1.8506 -2.6222 -0.9319 0.1849
H 1.1770 -2.8266 0.7553 0.1916
H 2.8124 -2.5389 0.4011 0.1948
```

Summary:
* HOMO level: -7.21 eV
* max |F|: 4.778 eV/Å
* HOMO-LUMO gap: 0.287 Ha
* SMILES: COC1=CN([N+](=O)[O-])CN1C
* multiplicity: 1
* energy relative to the best compared isomer or geometry (same formula, charge and spin): 556.5 kJ/mol

***

No. 6
Computed, not measured: an isolated molecule of C5H6O, with the ωB97M-V functional and the def2-TZVPD basis.

Structure (XYZ):
```
12
Properties=species:S:1:pos:R:3:nbo_charge:R:1
C 0.0665 -0.1532 1.3727 -0.4600
C 0.1270 0.8526 0.4371 0.0974
C -0.8525 0.1661 -1.3952 0.1091
C 0.1091 -0.7821 -1.1315 -0.3153
C 0.8683 -0.5085 0.1907 -0.2758
H 0.5832 -0.0411 2.3181 0.2257
H -1.0013 -0.2916 1.3991 0.2260
H 0.5599 1.8559 0.7355 0.1911
H -1.7794 0.0476 -2.2040 0.2243
H 0.3953 -1.5370 -1.8918 0.2238
H 1.8939 -0.5725 0.5087 0.2409
O -0.9701 0.9638 -0.3393 -0.4872
```

Summary:
* HOMO level: -8.24 eV
* max |F|: 6.056 eV/Å
* HOMO-LUMO gap: 0.343 Ha
* SMILES: C1=C[C@@H]2C[C@@H]2O1
* multiplicity: 1
* energy relative to the best compared isomer or geometry (same formula, charge and spin): 329.8 kJ/mol